DFT (the ωB97M-V functional and the def2-TZVPD basis) results for a molecular structure, C22H48N8O2P2S in a non-equilibrium geometry.

Each line ends with the Löwdin charge.
Element x y z (Å)
S (-4.697, -1.574, -1.134)  0.92
P (-8.899, 1.726, 2.404)  0.74
P (8.078, -1.433, -0.966)  0.74
O (6.602, -1.044, -1.008)  -0.31
O (-8.324, 2.525, 3.570)  -0.31
N (-10.257, 2.764, 2.176)  -0.33
N (7.971, -2.542, -2.281)  -0.32
N (-9.608, 0.679, 1.164)  -0.27
N (9.754, -1.967, -0.771)  -0.27
N (-7.631, 2.129, 1.329)  -0.35
N (8.631, 0.093, -1.509)  -0.35
N (-4.618, -0.969, 0.434)  -0.25
N (-3.130, -1.587, -1.714)  -0.24
C (-3.257, -0.753, 0.611)  -0.32
C (8.795, -2.541, -3.477)  -0.14
C (9.792, -3.310, -0.134)  -0.14
C (-0.271, -0.379, 0.523)  -0.16
C (-2.553, -0.251, 1.840)  -0.02
C (2.187, -0.769, -0.410)  -0.36
C (3.339, -1.597, 0.341)  -0.09
C (9.312, 0.413, -2.745)  -0.13
C (8.369, 1.252, -0.666)  -0.13
C (-2.422, -1.089, -0.624)  -0.32
C (10.654, -1.124, 0.034)  -0.13
C (-7.698, 2.912, 0.115)  -0.13
C (1.256, -0.076, 0.666)  -0.15
C (6.643, -3.051, -2.626)  -0.14
C (-1.125, -0.083, 1.764)  -0.03
C (-8.739, -0.338, 0.546)  -0.13
C (-10.637, 3.630, 3.291)  -0.15
C (-6.285, 1.677, 1.663)  -0.14
C (2.964, 0.360, -1.260)  -0.07
C (-10.653, 3.403, 0.934)  -0.15
C (-0.918, -0.903, -0.665)  0.03
C (-10.760, -0.073, 1.728)  -0.14
H (-10.057, 4.298, 0.727)  0.07
H (1.664, -1.464, -1.113)  0.11
H (11.618, -1.619, 0.176)  0.08
H (-11.508, 0.597, 2.154)  0.07
H (10.232, -0.902, 1.018)  0.09
H (-10.601, 2.732, 0.078)  0.07
H (-9.320, -0.992, -0.109)  0.08
H (-6.158, 0.621, 1.405)  0.03
H (7.365, 1.213, -0.233)  0.07
H (8.756, -3.518, -3.971)  0.08
H (8.430, 2.195, -1.212)  0.08
H (9.208, -4.039, -0.696)  0.07
H (-8.239, -0.957, 1.297)  0.09
H (9.850, -2.383, -3.262)  0.07
H (-8.505, 2.581, -0.546)  0.06
H (9.394, -3.277, 0.885)  0.08
H (2.950, -2.603, 0.654)  0.08
H (-9.981, 4.504, 3.363)  0.08
H (8.625, 0.380, -3.596)  0.08
H (-3.139, 0.002, 2.764)  0.11
H (8.458, -1.796, -4.205)  0.08
H (-5.506, 2.241, 1.147)  0.08
H (4.257, -1.726, -0.322)  0.05
H (-0.319, -1.133, -1.585)  0.11
H (-6.792, 2.816, -0.487)  0.08
H (6.085, -3.319, -1.729)  0.07
H (1.363, 1.049, 0.681)  0.12
H (10.814, -3.694, -0.101)  0.08
H (3.645, -0.977, 1.238)  0.08
H (-11.702, 3.715, 0.979)  0.08
H (-10.606, 3.085, 4.234)  0.07
H (-7.983, 0.108, -0.100)  0.07
H (6.067, -2.316, -3.198)  0.08
H (-11.668, 3.983, 3.183)  0.08
H (10.891, -0.185, -0.467)  0.07
H (10.158, -0.254, -2.935)  0.06
H (6.715, -3.968, -3.220)  0.08
H (-10.438, -0.760, 2.517)  0.08
H (4.079, 0.161, -1.270)  0.06
H (-11.268, -0.645, 0.948)  0.08
H (2.831, 1.386, -0.807)  0.07
H (1.584, -0.419, 1.696)  0.11
H (9.084, 1.300, 0.165)  0.06
H (2.576, 0.370, -2.315)  0.07
H (-6.082, 1.781, 2.733)  0.07
H (9.749, 1.414, -2.726)  0.08
H (-0.619, 0.321, 2.682)  0.11
H (-7.824, 3.977, 0.336)  0.08

total energy: -2536.24945 Ha
E_HOMO: -7.6 eV
net charge: 0


DFT (the ωB97M-V functional and the def2-TZVPD basis) results for a molecular structure, C15H28ClGaIO5P2 in a non-equilibrium geometry.

Each line ends with the Löwdin charge.
Element x y z (Å)
I (3.053, -1.156, -2.722)  0.15
Ga (4.371, -0.474, -0.545)  -0.27
Cl (4.744, -4.149, -1.426)  0.54
P (2.853, 0.673, 0.839)  0.70
P (6.153, 0.930, -1.206)  0.62
O (4.283, -4.060, 1.070)  0.01
O (-6.723, 0.199, -1.421)  0.03
O (-6.103, -0.829, 0.480)  0.11
O (-1.974, 0.877, 2.252)  0.11
O (-2.019, 0.178, 0.115)  0.02
C (2.182, -0.614, 2.029)  -0.49
C (-7.484, 2.245, -0.549)  -0.16
C (-3.114, -1.191, 1.686)  -0.08
C (-6.466, 0.160, -0.090)  -0.48
C (1.415, 1.119, -0.256)  -0.43
C (-6.662, 1.533, 0.518)  -0.07
C (6.769, 0.222, -2.831)  -0.41
C (2.395, -0.253, 3.532)  -0.18
C (4.712, -3.412, 0.207)  -0.93
C (-2.640, -0.896, -0.612)  -0.15
C (5.247, -2.039, 0.473)  -0.28
C (5.491, 2.629, -1.623)  -0.41
C (-2.874, -1.991, 0.413)  -0.15
C (-2.303, 0.064, 1.437)  -0.49
C (-7.028, 1.546, -1.820)  -0.16
H (-7.191, 1.465, 1.465)  0.13
H (-6.127, 1.996, -2.241)  0.13
H (4.842, 3.040, -0.848)  0.01
H (-7.803, 1.529, -2.584)  0.12
H (-4.162, -0.914, 1.800)  0.10
H (6.628, -0.862, -2.796)  0.00
H (1.102, -0.695, 1.847)  0.05
H (-1.970, -2.593, 0.525)  0.12
H (-7.337, 3.324, -0.576)  0.12
H (1.432, -0.366, 4.044)  0.05
H (-1.981, -1.216, -1.416)  0.13
H (-3.574, -0.527, -1.044)  0.11
H (-2.759, -1.715, 2.570)  0.13
H (5.103, -1.832, 1.533)  0.05
H (6.313, -2.067, 0.216)  0.05
H (-8.546, 2.055, -0.382)  0.12
H (5.026, 2.605, -2.617)  0.02
H (3.074, -0.989, 3.973)  0.05
H (-5.685, 1.997, 0.661)  0.14
H (6.167, 0.655, -3.637)  0.01
H (1.706, 1.759, -1.092)  0.01
H (0.621, 1.593, 0.333)  0.01
H (-3.692, -2.659, 0.149)  0.11
H (2.753, 0.771, 3.653)  0.04
H (0.972, 0.209, -0.683)  -0.02
H (6.360, 3.299, -1.682)  0.00
H (7.836, 0.424, -2.945)  0.00
H (2.613, -1.599, 1.825)  0.04

total energy: -4330.08323 Ha
E_HOMO: -4.0 eV
net charge: -1


DFT (the ωB97M-V functional and the def2-TZVPD basis) results for 7 unconnected molecules or ions with the total composition C20H44F5N6O11PS2 in a non-equilibrium geometry.

Each line ends with the Löwdin charge.
Element x y z (Å)
S (3.576, 0.311, -1.375)  0.37
S (4.916, 1.419, 1.449)  0.99
P (2.539, 1.340, -0.147)  0.03
F (6.042, 2.762, -1.675)  0.14
F (7.191, 4.749, -0.188)  0.18
F (8.642, 3.328, -0.929)  0.18
F (6.970, 1.248, -0.398)  0.13
F (8.056, 3.290, 1.147)  0.19
O (-3.405, -0.254, -4.849)  0.02
O (1.246, 0.683, 0.442)  -0.17
O (5.457, 2.691, 0.470)  -0.17
O (6.557, -0.760, 2.353)  -0.01
O (1.935, 2.745, -0.610)  -0.15
O (5.131, 1.926, 2.781)  -0.35
O (-8.034, 1.880, -6.367)  0.02
O (0.866, -1.903, -0.370)  -0.03
O (3.331, 1.817, 1.193)  -0.45
O (-1.945, -5.174, -0.483)  0.02
O (5.167, 1.420, 6.413)  0.03
N (-3.197, -6.459, 0.867)  0.01
N (5.928, -2.727, 3.223)  0.01
N (-8.248, 3.926, -5.471)  0.01
N (-0.487, -1.999, -2.149)  0.04
N (-5.433, -0.181, -3.894)  0.01
N (5.103, 3.457, 5.452)  0.02
C (5.254, 3.290, 7.895)  -0.02
C (-8.752, 2.833, -6.098)  -0.53
C (5.836, -3.757, 4.233)  -0.08
C (-1.086, -5.530, 1.716)  0.00
C (-8.942, 5.135, -5.079)  -0.08
C (-1.747, -2.083, -2.868)  -0.05
C (-10.222, 2.842, -6.447)  -0.01
C (6.475, 2.503, -0.420)  -0.58
C (7.620, 3.492, -0.090)  -0.56
C (-3.539, -7.149, 2.092)  -0.08
C (-1.491, -1.967, 0.075)  0.00
C (-2.101, -5.700, 0.607)  -0.55
C (-0.287, -1.953, -0.831)  -0.52
C (6.580, -1.538, 3.295)  -0.53
C (5.107, 4.902, 5.440)  -0.08
C (-4.614, -0.114, -4.977)  -0.53
C (5.170, 2.635, 6.529)  -0.55
C (7.311, -1.211, 4.575)  0.00
C (-5.257, 0.139, -6.318)  -0.01
C (-6.874, -0.038, -3.855)  -0.08
H (-4.488, -6.789, 2.495)  0.08
H (2.630, 3.420, -0.714)  0.09
H (-1.776, -3.001, -3.456)  0.09
H (-10.461, 3.665, -7.122)  0.09
H (-4.467, 0.152, -7.063)  0.08
H (-5.792, 1.087, -6.332)  0.06
H (5.301, 2.499, 8.638)  0.08
H (-1.890, -1.240, -3.539)  0.06
H (8.092, -1.944, 4.782)  0.08
H (-10.838, 2.939, -5.553)  0.08
H (-0.672, -6.492, 2.021)  0.08
H (-7.345, -0.942, -3.464)  0.08
H (-8.886, 5.287, -4.000)  0.08
H (-2.063, -2.881, -0.079)  0.06
H (-1.133, -1.932, 1.101)  0.09
H (5.049, 2.989, 4.557)  0.09
H (-9.989, 5.070, -5.360)  0.07
H (1.197, -0.310, 0.230)  0.05
H (-3.831, -6.532, 0.086)  0.14
H (-5.969, -0.649, -6.564)  0.09
H (4.798, -3.933, 4.521)  0.08
H (-2.131, -1.102, -0.105)  0.09
H (6.385, -3.456, 5.120)  0.07
H (5.457, -2.877, 2.344)  0.14
H (-2.769, -6.982, 2.839)  0.07
H (-10.452, 1.901, -6.939)  0.08
H (5.958, 5.287, 4.874)  0.08
H (5.171, 5.290, 6.452)  0.07
H (7.760, -0.229, 4.456)  0.09
H (6.255, -4.700, 3.875)  0.08
H (6.623, -1.181, 5.421)  0.08
H (-8.511, 6.010, -5.569)  0.08
H (-1.533, -5.055, 2.591)  0.09
H (4.195, 5.293, 4.983)  0.08
H (-7.166, 0.799, -3.218)  0.08
H (6.144, 3.914, 7.980)  0.08
H (-0.285, -4.901, 1.338)  0.08
H (-7.263, 3.860, -5.268)  0.14
H (-7.256, 0.154, -4.853)  0.05
H (-4.946, -0.353, -3.029)  0.13
H (-2.568, -2.108, -2.159)  0.07
H (-3.626, -8.224, 1.927)  0.08
H (0.366, -1.977, -2.690)  0.15
H (4.379, 3.911, 8.090)  0.08

total energy: -3581.93470 Ha
energy above the lowest of the compared OMol25 structures with the same formula, charge and spin: 0.000 eV
E_HOMO: -8.9 eV
net charge: 0


| no. | Kohn-Sham gap (hartree) |
| --- | --- |
| 1 | 0.2516 |
| 2 | 0.2151 |
| 3 | 0.3436 |